Here is a cluster of 2 separate species, C17H19N in total at a distorted geometry from the Open Molecules 2025 dataset. Energies are from ωB97M-V/def2-TZVPD.

energy above the lowest of the compared OMol25 structures with the same formula, charge and spin	26.06	kcal/mol
lowest unoccupied orbital energy	0.87	eV
total energy	-19426.773	eV
HOMO-LUMO gap	8.722	eV
structure (SMILES)	Cc1c[nH]c2ccccc12.CCc1ccccc1
HOMO	-7.848	eV

The geometry in ORCA input format:
```
! wB97M-V def2-TZVPD RIJCOSX def2/J DEFGRID3
* xyz 0 1
H -2.633 -2.306 -0.457
H -2.637 1.428 -1.440
H 2.982 -3.359 2.772
C 0.207 2.631 -0.244
C 2.461 -2.472 0.899
C -2.643 2.881 1.407
C -0.614 -1.798 -1.301
H 1.435 -1.164 -1.508
H -1.489 2.097 -3.662
H -3.382 3.040 0.610
H 1.963 3.208 -1.337
C -1.755 1.730 0.995
H -0.947 1.482 1.712
H 0.720 2.775 0.709
H 3.463 -2.026 -0.891
H 0.674 3.190 -3.562
H -2.206 0.756 0.761
H -1.862 -2.597 1.788
H -2.076 3.795 1.516
C -1.567 -2.167 -0.340
C 3.715 -2.225 0.155
C -1.671 1.931 -1.557
C -1.075 2.366 -2.696
C 0.700 -1.659 -0.896
C -1.035 2.078 -0.304
C 0.185 -2.424 1.317
H -0.877 -1.439 -2.289
C 0.923 2.982 -1.431
H 4.253 -1.346 0.507
H 4.396 -3.085 0.107
H 0.299 -3.445 3.029
H -3.209 2.679 2.321
N 0.851 -2.810 2.476
C 1.164 -2.163 0.332
C 0.264 2.870 -2.611
C 2.182 -2.993 2.146
C -1.162 -2.441 0.967
*
```